[1]
9
Properties=species:S:1:pos:R:3:forces:R:3 method="wB97M-V/def2-TZVPD" molar_mass_g_mol=64.09 relative_energy_kcal_mol=118.7 energy_ha=-192.60496 smiles="C1=CC=1.C#C"
C -1.131 -0.319 0.465 -0.9 -1.6 0.3
C -1.523 0.960 0.816 -0.3 2.7 -2.0
C -1.800 0.534 -0.432 0.9 0.6 0.3
H -1.435 2.012 1.121 -0.1 -1.0 1.1
H -1.944 0.864 -1.465 -0.4 -0.5 0.6
C 2.693 -1.062 -0.441 -1.9 2.0 2.6
C 1.470 -1.042 -0.169 -1.2 -3.1 -1.6
H 3.373 -0.464 0.214 0.4 -0.9 -1.3
H 0.298 -1.484 -0.107 3.6 1.9 0.1

***

[2]
16
Properties=species:S:1:pos:R:3:forces:R:3 method="wB97M-V/def2-TZVPD" molar_mass_g_mol=144.26 relative_energy_kcal_mol=28.3 energy_ha=-1029.74598
C 1.094 -1.098 1.230 -0.8 -0.6 -0.6
C -0.142 -0.607 0.438 0.6 -1.8 2.1
C -0.401 -0.646 -1.096 -0.4 -1.3 -0.2
C -1.368 0.473 -0.801 -1.9 -0.2 -0.1
C -0.361 0.895 0.251 -0.4 1.8 1.0
C 0.785 1.402 -0.616 0.0 -0.2 0.1
H 1.093 -2.189 1.483 0.0 0.8 -0.7
H 1.979 -0.795 0.711 0.8 -0.1 -0.1
H 1.059 -0.624 2.195 0.1 0.5 0.4
H -0.981 -1.074 1.032 0.2 0.7 -1.1
H -0.750 -1.526 -1.652 0.3 0.1 0.3
H -1.638 1.178 -1.563 -0.1 0.3 -0.5
H -2.270 0.014 -0.343 0.4 0.6 -0.2
H -0.677 1.637 1.059 0.7 -1.2 -0.9
S 1.596 2.780 -0.436 0.1 0.0 0.0
S 0.982 0.180 -1.892 0.4 0.5 0.5

***

[3]
8
Properties=species:S:1:pos:R:3:forces:R:3 method="wB97M-V/def2-TZVPD" molar_mass_g_mol=108.97 relative_energy_kcal_mol=5.9 energy_ha=-2653.18594 smiles=CCBr
C -0.331 0.533 0.118 -0.9 -0.8 -3.6
C 0.356 -0.735 -0.569 1.4 0.8 2.6
Br -0.166 -1.056 -2.404 0.4 0.1 0.5
H 0.239 1.402 -0.186 -0.5 0.5 -0.3
H -1.485 0.600 -0.105 2.4 -0.1 0.2
H -0.203 0.451 1.134 0.2 -0.4 2.5
H 0.073 -1.537 0.087 -0.8 -1.0 -0.5
H 1.521 -0.803 -0.314 -2.3 0.8 -1.5